Record 1
The molecule C4H6N2O at a distorted geometry. Source: the OMol25 dataset; level of theory: ωB97M-V/def2-TZVPD.

Calculated values
Gap between HOMO and LUMO, Ha: 0.3245

Atoms and positions in Å:
N  0.373  -0.768  -1.125
C  0.418  -0.950  1.210
C  0.674  -1.571  -0.161
H  -1.000  0.495  2.050
N  0.064  1.994  -1.713
H  0.160  -1.729  1.941
O  -0.206  1.206  0.341
H  -1.545  -0.342  0.580
C  -0.046  0.981  -0.963
H  1.348  -0.487  1.571
H  0.282  -0.772  -2.113
H  0.155  1.851  -2.711
C  -0.676  0.092  1.093

Record 2
The ion C3H10N2 with charge -1 at a distorted geometry. Source: the OMol25 dataset; level of theory: ωB97M-V/def2-TZVPD.

Calculated values
Multiplicity: 2
Gap between HOMO and LUMO (spin up / spin down), Ha: 0.0980 / 0.3398
<S²>: 0.75
Net charge: -1

Atoms and positions in Å:
C  0.228  0.376  -0.002
C  0.400  -0.778  -0.975
N  -1.457  1.362  1.557
H  -1.743  -0.304  0.312
H  2.375  -0.596  -1.382
H  -1.678  1.191  2.534
H  -0.713  -0.643  1.695
H  -0.691  2.029  1.605
H  0.527  -1.675  -0.348
N  1.498  -0.564  -1.896
H  1.522  -1.295  -2.599
H  -0.542  -0.987  -1.488
H  1.136  0.464  0.600
C  -0.947  0.119  0.948
H  0.086  1.302  -0.562

Record 3
A cluster of 5 separate species, C17H48F3N4O7S in total at a distorted geometry. Source: the OMol25 dataset; level of theory: ωB97M-V/def2-TZVPD.

Calculated values
Gap between HOMO and LUMO, Ha: 0.2223
Net charge: +3

Atoms and positions in Å:
H  -5.760  -4.382  4.386
H  1.905  -1.327  -11.579
H  5.870  1.670  4.063
H  -4.140  -7.760  2.931
H  4.208  -0.652  2.132
H  -1.140  4.829  4.843
O  -1.318  1.066  -3.702
H  4.956  -1.267  -12.260
H  -2.932  -8.436  2.085
C  -2.571  -6.368  2.474
O  -3.894  -5.379  4.319
H  3.233  -0.203  -8.292
H  3.020  1.169  -9.020
H  -0.980  -6.910  1.003
H  -0.023  0.010  -10.879
C  1.667  -0.351  -9.669
H  2.988  0.111  -11.445
C  4.466  -2.001  -11.619
H  -1.603  8.366  6.965
O  3.753  -1.489  -10.508
H  -0.283  6.692  2.498
S  -1.889  0.343  -2.583
C  -1.274  6.920  4.866
N  4.183  0.249  2.588
H  1.384  -1.260  -9.138
H  3.200  0.455  2.481
H  -1.378  7.641  4.055
N  2.495  0.405  -8.619
H  -4.962  -4.764  5.886
H  0.984  0.118  6.259
H  -1.030  -5.287  1.458
O  -0.848  -0.202  -1.714
C  -2.509  8.014  6.470
H  3.179  -1.595  4.780
H  -2.852  -4.292  2.879
H  -2.803  8.769  5.741
F  -3.421  -0.986  -4.406
H  -0.330  7.071  5.390
C  0.543  0.518  -10.099
H  5.142  -0.816  3.983
C  4.465  0.029  4.115
F  -3.318  -1.869  -2.395
C  -2.634  -1.273  -3.384
C  -1.210  5.619  4.095
H  5.563  0.920  5.657
H  -4.211  -3.492  5.000
N  -3.501  -7.605  2.164
H  -0.343  4.966  2.170
H  -2.024  -6.666  3.369
C  2.587  -0.767  -10.939
O  -2.906  1.072  -1.798
H  -4.387  -5.018  2.362
H  4.347  1.964  4.890
H  1.896  0.731  -7.874
C  0.935  -0.384  5.293
H  -2.539  4.679  2.709
H  4.024  -2.735  -12.293
C  -3.488  -5.173  2.959
H  -3.230  7.861  7.273
H  -2.854  6.206  2.826
C  -4.784  -4.410  4.870
H  -3.342  5.195  3.984
O  -2.366  6.821  5.789
H  -0.129  0.849  -9.306
H  0.818  1.447  -10.599
O  2.040  0.054  4.513
F  -1.681  -2.036  -3.741
H  5.281  -2.544  -11.141
H  0.004  -0.091  4.809
C  3.266  -0.517  4.916
H  1.032  -1.459  5.442
C  -0.139  5.707  2.943
C  -1.695  -6.108  1.188
C  5.117  1.215  4.706
H  -2.313  -6.018  0.295
H  0.887  5.605  3.297
N  -2.557  5.424  3.392
H  -3.990  -7.495  1.287
H  3.396  -0.372  5.989
H  4.747  0.974  2.169

Record 4
A cluster of 13 separate species, C34H95NO13 in total at a distorted geometry. Source: the OMol25 dataset; level of theory: ωB97M-V/def2-TZVPD.

Calculated values
Gap between HOMO and LUMO, Ha: 0.3501

Atoms and positions in Å:
H  -21.947  10.094  -2.703
C  -21.676  9.206  -9.103
O  -19.804  13.053  -0.363
H  -23.737  16.517  -2.725
H  -18.937  13.544  -2.092
C  -22.976  14.340  -4.167
H  -15.491  14.606  -11.282
H  -21.726  11.796  -5.845
H  -24.146  17.686  -4.066
C  -14.892  14.308  -3.505
C  -26.110  7.512  -3.211
H  -20.024  6.439  -6.852
H  -18.445  13.849  -6.474
H  -15.917  14.366  -3.138
H  -18.288  9.079  0.062
H  -16.958  10.174  -1.683
C  -19.261  13.152  -6.663
H  -22.478  7.217  -9.294
H  -26.413  8.230  -2.449
C  -21.867  5.836  -5.805
O  -18.427  14.096  -2.686
H  -20.144  13.728  -6.941
C  -16.396  8.484  -5.451
H  -18.345  11.096  -2.297
H  -22.461  8.177  -10.778
H  -18.387  8.630  -4.578
H  -21.171  7.593  -4.710
C  -23.418  15.693  -4.686
H  -15.768  9.534  -3.653
H  -21.100  16.012  -12.133
H  -21.597  13.608  -9.111
O  -22.739  13.935  -11.583
C  -14.728  15.586  -4.339
H  -25.174  11.890  -9.096
H  -16.008  7.685  -6.083
H  -22.112  15.149  -9.523
C  -19.133  8.459  -1.732
O  -16.808  9.504  -6.238
H  -18.295  7.979  -2.236
O  -13.991  14.096  -2.426
H  -17.623  7.093  -4.309
H  -20.878  11.178  -9.171
H  -27.273  13.536  -6.729
C  -25.353  12.699  -7.163
H  -21.414  8.073  -7.519
H  -14.460  8.968  -4.762
H  -24.715  14.049  -8.370
H  -26.436  8.461  -5.036
C  -15.417  8.728  -4.298
C  -16.444  14.805  -9.605
C  -25.545  8.057  -4.555
C  -21.916  7.960  -9.859
O  -21.143  10.289  -4.638
H  -20.024  4.848  -6.151
H  -24.163  9.438  -5.427
H  -20.368  14.861  -9.348
N  -18.417  11.658  -4.979
H  -19.747  8.766  -2.579
H  -13.795  15.516  -4.898
O  -25.079  6.952  -5.288
H  -22.670  15.902  -5.451
O  -22.541  6.702  -6.694
H  -19.865  10.113  -9.952
H  -20.939  5.087  -7.606
H  -18.628  14.991  -2.414
H  -17.179  10.241  -5.748
C  -17.709  7.906  -5.029
H  -24.532  14.945  -5.984
H  -18.338  7.591  -5.862
H  -17.681  11.421  -0.688
C  -18.789  9.567  -0.775
H  -19.896  12.957  -4.570
C  -20.655  5.569  -6.670
H  -15.602  15.634  -4.989
C  -19.687  12.320  -5.430
C  -21.564  10.836  -3.404
H  -13.150  13.844  -2.815
H  -19.549  15.158  -11.933
H  -22.300  11.582  -3.703
H  -18.343  15.716  -9.729
H  -17.552  15.592  -11.245
H  -14.993  12.095  -3.878
C  -20.610  15.038  -12.149
H  -22.000  14.370  -3.682
C  -20.805  11.242  -5.662
H  -25.570  6.904  -6.111
H  -24.821  10.028  -3.876
H  -16.773  13.767  -9.660
H  -20.405  9.416  -0.010
H  -22.443  6.703  -3.874
H  -13.863  12.925  -4.829
H  -21.400  10.642  -10.768
H  -14.734  16.470  -3.702
H  -20.698  11.292  -2.924
H  -20.554  10.800  -6.626
H  -20.618  14.707  -13.187
H  -19.678  13.136  0.582
O  -15.236  14.864  -10.393
C  -21.302  14.452  -9.735
H  -22.425  4.935  -5.549
H  -15.532  14.250  -7.699
H  -25.287  12.314  -6.145
H  -25.368  6.850  -2.765
H  -20.722  6.193  -3.912
C  -14.861  13.040  -4.406
H  -23.342  6.975  -6.240
H  -23.119  13.536  -4.889
H  -26.968  6.856  -3.356
C  -21.334  14.045  -11.218
H  -19.560  12.148  -0.559
C  -17.366  15.832  -10.198
H  -22.610  9.607  -8.709
H  -15.622  15.979  -7.900
H  -18.743  10.827  -4.507
H  -18.053  12.231  -4.231
H  -24.895  10.769  -7.720
O  -19.926  10.181  -0.338
C  -21.552  6.595  -4.493
H  -22.458  17.310  -3.545
H  -23.590  8.696  -3.978
H  -27.274  11.876  -7.358
O  -20.912  8.738  -7.997
H  -17.089  15.026  -7.622
H  -15.271  7.884  -3.623
H  -26.912  13.301  -8.413
C  -26.793  12.851  -7.427
C  -23.463  16.919  -3.701
H  -23.623  11.875  -8.148
H  -18.957  12.595  -7.549
C  -16.131  15.046  -8.141
C  -24.475  9.150  -4.422
H  -23.655  14.047  -3.366
H  -19.593  7.627  -1.198
H  -16.996  16.840  -10.010
O  -24.591  13.881  -7.433
C  -17.907  10.637  -1.411
O  -24.680  15.600  -5.298
H  -22.744  13.394  -12.377
H  -21.035  7.445  -10.243
C  -20.929  10.318  -9.840
H  -15.604  13.135  -5.198
H  -20.847  13.070  -11.189
C  -24.707  11.766  -8.118

Record 5
A structure of composition C44H39Cl2CsF7N5O4Sb at a distorted geometry. Source: the OMol25 dataset; level of theory: ωB97M-V/def2-TZVPD.

Calculated values
Multiplicity: 2
Gap between HOMO and LUMO (spin up / spin down), Ha: 0.1817 / 0.1316
<S²>: 0.82
Net charge: -2

Atoms and positions in Å:
C  -0.378  -5.855  -0.762
N  7.385  -2.331  -2.809
C  -2.923  0.131  2.220
C  3.159  -0.660  3.784
H  -4.307  0.563  5.321
C  3.242  -2.990  -3.041
H  -4.128  -1.907  5.334
C  -3.462  2.196  3.354
H  0.100  -1.691  4.466
H  -4.595  -3.434  1.331
C  0.148  -0.599  4.500
H  5.652  -2.356  2.173
C  4.279  -1.473  3.479
C  2.592  -0.773  5.077
H  2.170  -3.140  -3.087
H  -0.430  -6.890  -1.081
C  0.763  -5.121  -0.907
H  1.408  1.861  4.574
H  5.848  -0.787  0.418
C  -2.403  2.108  1.216
H  4.176  5.257  2.658
C  -3.724  -3.941  0.940
C  3.034  1.447  2.825
C  1.279  1.392  5.548
O  8.124  -3.234  -3.167
C  -2.930  2.860  2.288
Cs  0.282  1.005  -1.289
C  -1.526  -5.249  -0.197
H  3.445  -3.365  1.737
H  4.472  0.177  0.976
C  4.447  3.325  3.594
F  -1.328  4.592  -1.081
O  7.781  -1.258  -2.404
H  -0.815  -0.225  4.857
H  1.023  -0.517  6.437
O  1.600  -0.987  -1.908
Cl  -0.310  0.891  -4.652
C  3.216  -1.554  6.046
C  -3.326  -2.013  3.347
C  -3.929  0.029  4.457
Cl  1.893  0.799  -6.575
H  2.769  -1.608  7.036
Sb  -2.269  3.936  -2.595
H  2.335  4.375  1.169
H  5.240  3.659  4.258
H  4.856  -2.857  6.542
H  3.744  -4.995  -3.632
H  5.444  -0.523  -2.349
H  0.330  -0.236  3.487
C  4.123  -4.023  -3.337
H  -2.836  -6.961  -0.358
F  1.455  2.042  1.096
H  -1.949  2.651  0.397
H  1.201  2.580  -5.208
C  -3.830  -5.278  0.511
H  5.963  0.155  1.913
H  5.741  -2.837  4.229
C  5.076  -1.504  -2.608
H  1.659  -5.543  -1.343
C  5.489  -3.818  -3.252
H  1.989  1.258  -4.261
C  1.293  1.512  -5.057
C  -2.534  -3.241  0.819
C  5.296  -0.457  1.303
C  4.873  -2.234  4.482
C  5.932  -2.554  -2.886
H  -2.892  3.939  2.240
H  2.093  1.736  6.192
H  6.203  -4.599  -3.464
C  2.843  3.739  1.885
F  -2.699  5.687  -3.162
C  -2.903  -1.323  2.192
H  4.543  1.342  4.370
C  -2.758  -5.930  -0.031
C  3.706  -1.737  -2.668
H  -3.865  2.722  4.211
F  -0.649  3.969  -3.583
C  4.373  -2.263  5.774
C  2.461  2.427  1.956
C  -3.836  -1.341  4.459
H  2.832  -1.807  1.145
F  -3.197  3.197  -4.065
N  2.584  0.190  2.832
C  4.054  1.998  3.659
N  -2.406  0.799  1.169
C  1.263  -0.133  5.437
C  3.861  4.223  2.714
N  -0.270  -3.189  0.065
H  1.642  -3.148  -0.619
H  -4.781  -5.787  0.612
O  3.080  0.544  -2.604
H  4.111  -2.658  0.257
C  4.794  -1.681  2.065
H  0.331  1.741  5.973
H  -3.205  -3.085  3.384
C  -1.410  -3.904  0.211
C  2.706  -0.624  -2.358
C  0.762  -3.770  -0.485
F  -1.788  2.177  -2.014
F  -3.836  3.841  -1.533
N  -2.368  -1.908  1.110
C  -3.460  0.782  3.349
C  3.727  -2.424  1.251

Record 6
A structure of composition C26H24F9O15Zr at a distorted geometry. Source: the OMol25 dataset; level of theory: ωB97M-V/def2-TZVPD.

Calculated values
Multiplicity: 2
Gap between HOMO and LUMO (spin up / spin down), Ha: 0.1252 / 0.2566
<S²>: 0.76
Net charge: -2

Atoms and positions in Å:
H  17.816  -7.153  10.014
C  17.052  -14.671  11.042
C  17.929  -13.967  7.609
H  22.262  -15.519  7.868
F  21.446  -10.566  5.971
C  18.454  -7.962  6.856
C  20.632  -7.768  8.244
H  23.754  -15.486  9.718
O  17.538  -14.834  9.759
C  19.436  -7.995  12.273
O  24.591  -14.694  13.964
C  23.933  -12.343  14.140
C  22.499  -11.211  6.519
C  23.216  -11.290  13.668
C  22.860  -14.008  12.684
O  19.977  -6.030  6.982
H  21.449  -7.181  8.636
C  22.468  -14.537  8.293
F  16.663  -14.417  7.535
C  20.531  -7.758  13.412
C  17.865  -12.007  13.322
O  18.671  -10.691  9.204
H  17.380  -9.977  13.510
H  18.216  -12.819  13.960
H  17.058  -10.854  15.014
C  17.062  -5.480  11.172
H  16.388  -5.335  10.328
F  21.783  -7.795  12.964
H  17.879  -14.347  11.674
F  23.161  -10.273  7.119
H  16.563  -5.344  12.131
O  18.730  -11.873  12.205
C  19.710  -7.219  7.380
F  18.021  -12.719  7.135
O  19.306  -9.070  11.690
Zr  20.150  -11.300  10.652
H  15.494  -16.090  10.823
C  23.780  -13.724  13.655
C  18.920  -9.682  8.535
H  16.340  -13.847  11.009
C  18.093  -9.116  7.451
C  22.071  -12.294  7.555
H  17.084  -16.693  11.468
O  24.714  -12.003  15.140
F  20.358  -8.737  14.272
C  17.758  -10.743  14.187
C  16.311  -15.927  11.527
F  23.162  -11.783  5.459
H  23.801  -13.592  9.683
O  19.128  -13.179  9.653
F  20.349  -6.561  14.007
H  21.672  -14.455  9.033
C  17.639  -6.866  11.051
C  22.323  -11.516  12.613
O  20.950  -9.619  9.689
F  18.829  -14.648  6.930
H  16.012  -15.817  12.569
O  21.365  -11.958  8.582
O  22.469  -13.522  7.316
H  17.879  -4.764  11.083
O  21.492  -10.707  12.148
O  21.312  -13.056  11.036
O  18.712  -6.951  12.035
H  17.174  -9.604  7.159
H  22.853  -15.010  12.280
C  22.082  -13.020  12.019
O  17.736  -7.507  5.879
C  23.677  -14.546  9.171
H  24.599  -14.751  8.627
C  20.277  -8.920  8.896
C  18.308  -13.979  9.125
H  16.791  -7.503  11.304
H  16.811  -12.153  13.089
H  23.303  -10.315  14.123
H  18.736  -10.501  14.604

Record 7
A cluster of 13 separate species, C6H37NO13 in total at a distorted geometry. Source: the OMol25 dataset; level of theory: ωB97M-V/def2-TZVPD.

Calculated values
Gap between HOMO and LUMO, Ha: 0.3218

Atoms and positions in Å:
O  3.880  0.969  -1.373
H  1.788  2.328  -0.893
H  2.568  -2.377  -1.336
O  -0.853  -3.311  0.687
H  -0.461  -0.826  -0.080
H  -0.542  1.667  2.462
H  2.406  0.073  0.355
C  1.614  0.747  0.571
H  -1.056  -0.644  -3.273
O  -0.339  -1.167  -0.971
H  -0.646  -1.901  2.676
O  2.653  0.426  4.165
O  -1.763  -0.740  -3.888
H  -1.726  2.693  -0.617
O  1.934  -1.219  -2.810
C  -0.650  0.944  1.661
H  -1.339  -4.132  0.678
H  -2.236  -1.187  -1.116
C  1.549  0.621  3.738
H  0.001  5.181  1.123
H  -0.485  5.080  -0.356
H  1.843  -1.074  2.403
C  -0.087  -1.284  3.415
O  0.114  4.671  0.271
H  -1.451  1.808  -1.961
H  4.614  1.531  -1.512
H  -3.576  1.176  -2.760
C  1.015  -0.478  2.697
N  0.532  0.136  1.399
O  -2.958  -1.603  -1.526
C  1.155  1.472  -0.716
H  0.218  2.048  -0.678
H  -4.245  0.171  -3.822
H  0.216  -2.097  4.096
H  -1.339  0.131  2.058
O  -4.443  0.891  -3.180
H  1.043  -1.029  -2.547
H  3.805  0.310  -0.723
H  2.048  -1.563  -3.708
H  -3.227  3.484  0.405
H  -3.324  -0.852  -2.073
H  -0.627  -2.110  -0.811
H  1.068  0.857  -1.599
H  1.480  -5.178  1.445
H  2.211  -3.928  0.887
H  -1.744  3.385  0.769
O  1.607  -4.249  1.609
H  2.099  1.507  1.318
H  -0.973  1.281  0.731
H  1.309  -1.914  -0.459
O  -2.527  3.922  0.917
H  0.708  1.276  3.960
H  -0.879  -0.575  3.819
O  1.864  -2.729  -0.707
H  -1.734  -1.443  -4.512
O  -2.153  2.139  -1.385
H  0.040  -3.319  1.076

Sequential energy output: -9269.191 -6251.593 -57660.667 -64903.325 -113059.976 -83803.467 -34926.995 eV